1.
84
Properties=species:S:1:pos:R:3:lowdin_charge:R:1 method="wB97M-V/def2-TZVPD" multiplicity=5 homo_ev="-6.430 / -7.689" s_squared=6.08
Cr 0.09390 0.86709 -1.12331 0.161
C -1.91432 1.67381 -6.76125 -0.116
C -2.04560 0.36609 -6.51638 -0.121
C -1.16681 -0.70267 -7.08150 -0.181
C 0.34902 -0.39860 -7.21827 -0.184
C 1.03377 0.39882 -6.14344 -0.137
C 0.85829 1.70888 -5.91686 -0.093
C 0.44185 2.65178 -6.99579 -0.174
C -0.90339 2.29637 -7.67143 -0.186
C 1.51071 1.88178 0.00288 -0.231
H -2.61733 2.40291 -6.35858 0.084
H -2.94265 -0.01452 -6.02301 0.091
H -1.51689 -0.97163 -8.09669 0.122
H -1.30700 -1.61060 -6.47259 0.096
H 0.84348 -1.38399 -7.24312 0.110
H 0.52004 0.08239 -8.19302 0.103
H 1.85724 -0.13374 -5.65126 0.092
H 1.15532 2.18796 -4.98326 0.075
H 1.21064 2.66296 -7.79019 0.123
H 0.38700 3.67023 -6.58409 0.109
H -1.33204 3.24439 -8.03465 0.111
H -0.70489 1.64603 -8.53495 0.103
H 0.79023 2.34431 0.71142 -0.005
H 2.13160 2.62808 -0.51661 -0.016
H 2.12258 1.16518 0.58279 -0.025
P 1.55951 -0.33972 -2.30179 0.943
P -1.27119 -0.99297 -1.67266 0.994
N 2.65560 0.77853 -3.04526 -0.210
N 2.61281 -1.46958 -1.55149 -0.211
N -2.13279 0.40788 -2.28674 -0.188
N -2.62066 -1.86012 -1.07079 -0.226
C 0.64142 -1.25457 -3.57873 -0.358
C -0.66139 -1.93466 -3.11174 -0.313
C 2.43036 2.16108 -3.12551 -0.183
C 3.52054 2.74464 -3.75443 -0.085
C 4.42152 1.69466 -4.12154 -0.080
C 3.86816 0.49762 -3.68311 -0.122
C 3.50755 -1.17323 -0.50834 -0.098
C 4.30670 -2.28794 -0.28625 -0.079
C 3.84832 -3.32938 -1.16100 -0.085
C 2.78309 -2.81539 -1.88784 -0.131
C -1.57194 1.68633 -1.86562 -0.293
C -1.97880 2.62840 -2.84558 -0.036
C -2.81606 1.97502 -3.75240 -0.081
C -2.86076 0.61481 -3.41858 -0.113
C -3.76109 -2.26774 -1.77590 -0.133
C -4.66320 -2.81801 -0.87400 -0.086
C -4.07686 -2.72527 0.43473 -0.077
C -2.83248 -2.12210 0.28381 -0.110
H 1.31694 -1.98006 -4.04540 0.082
H 0.37081 -0.49988 -4.32987 0.051
H -1.42876 -1.96269 -3.91018 0.076
H -0.48842 -2.98270 -2.79769 0.098
H 1.52634 2.59407 -2.70940 0.090
H 3.66844 3.80208 -3.91099 0.096
H 5.35976 1.80825 -4.63653 0.089
H 4.25865 -0.50892 -3.69426 0.108
H 3.48721 -0.20657 -0.02638 0.096
H 5.13825 -2.34984 0.40205 0.094
H 4.26264 -4.31887 -1.26088 0.090
H 2.14290 -3.27745 -2.61954 0.090
H -1.60506 1.83808 -0.75815 0.129
H -1.64582 3.65582 -2.89632 0.110
H -3.36151 2.41434 -4.57197 0.089
H -3.42447 -0.18588 -3.87424 0.099
H -3.80561 -2.12815 -2.84608 0.089
H -5.63134 -3.22624 -1.12484 0.091
H -4.52512 -3.05053 1.36505 0.093
H -2.07882 -1.81000 0.99198 0.059
C 0.74623 -1.00247 3.83441 -0.060
C -0.45846 -0.23978 3.28182 -0.645
C -1.74146 -1.01577 3.56964 -0.073
C -0.51442 1.12274 3.98441 -0.054
C -0.35379 -0.12717 1.82769 -0.118
C -0.35117 -0.01125 0.59662 -0.190
H 0.66422 -1.12299 4.92664 0.087
H 1.66903 -0.46053 3.59404 0.086
H 0.81655 -1.99314 3.37235 0.085
H -1.92402 -1.08843 4.65043 0.085
H -2.60332 -0.51392 3.11242 0.091
H -1.66517 -2.03181 3.16346 0.081
H 0.42028 1.67282 3.81944 0.086
H -1.33418 1.73378 3.59531 0.084
H -0.66546 0.99274 5.06932 0.085

---

2.
83
Properties=species:S:1:pos:R:3:lowdin_charge:R:1 method="wB97M-V/def2-TZVPD" multiplicity=1 charge=+4 homo_ev=-19.868
Ru 1.20631 0.53310 0.01468 1.032
C 3.08083 -0.53928 -2.44541 -0.018
C 3.83363 0.12206 -1.32925 -0.282
C 5.22577 0.10940 -1.35613 0.022
C 5.94452 0.72031 -0.35390 0.020
C 5.24756 1.39960 0.64482 -0.082
C 3.86825 1.41720 0.63563 -0.393
N 3.17827 0.73886 -0.32733 -0.076
Sb 2.95770 2.80958 2.05014 1.636
C 1.64944 1.31529 2.87167 -0.416
C 1.41526 1.20322 4.22614 -0.054
C 0.64600 0.14384 4.70785 0.027
C 0.16127 -0.79429 3.81537 0.022
C 0.42002 -0.63964 2.46309 -0.309
C -0.04265 -1.66003 1.45595 -0.029
N 1.12964 0.41321 2.00957 -0.098
C 1.54400 3.43882 0.55041 -0.415
C 1.31087 4.78768 0.37551 -0.068
C 0.68426 5.23628 -0.78695 0.023
C 0.38380 4.31706 -1.77068 0.024
C 0.61539 2.96595 -1.54422 -0.337
C 0.38252 1.95479 -2.62600 -0.042
N 1.12671 2.53904 -0.37451 -0.098
H 3.38916 -0.11003 -3.40005 0.117
H 1.99906 -0.42679 -2.36833 0.032
H 3.31697 -1.60289 -2.49373 0.089
H 5.72488 -0.38655 -2.17867 0.145
H 7.02688 0.70092 -0.35617 0.144
H 5.79176 1.93955 1.40948 0.110
H 1.83099 1.92957 4.91273 0.122
H 0.45130 0.04539 5.76844 0.144
H -0.40899 -1.64907 4.15602 0.145
H -1.11747 -1.83095 1.52140 0.098
H 0.44795 -2.61735 1.63667 0.099
H 0.16531 -1.38734 0.39892 0.022
H 1.64271 5.49747 1.12256 0.118
H 0.48955 6.29056 -0.93692 0.143
H -0.02358 4.62925 -2.72386 0.147
H 1.08273 2.12147 -3.44689 0.121
H -0.62505 2.01561 -3.03741 0.095
H 0.53515 0.92356 -2.27475 0.010
C -4.68173 4.20871 1.58501 -0.077
C -3.45227 3.30529 1.56628 -0.279
C -3.82196 1.84630 1.32902 -0.278
C -2.61048 0.88879 1.41055 -0.296
Ge -1.84417 0.94120 -0.37290 1.119
C -2.11883 -0.49826 -1.63714 -0.294
C -3.60245 -0.16164 -1.98503 -0.271
C -4.61163 -1.00545 -1.21106 -0.267
C -6.04419 -0.67677 -1.61515 -0.074
H -4.39859 5.25857 1.54490 0.086
H -5.26194 4.05780 2.49475 0.091
H -5.33539 4.00696 0.73498 0.085
H -2.91877 3.37719 2.51921 0.116
H -2.75067 3.64845 0.79480 0.085
H -4.36842 1.73593 0.38405 0.099
H -4.52323 1.50944 2.09966 0.146
H -2.87843 -0.15480 1.59030 0.071
H -1.92900 1.20648 2.20134 0.070
H -2.07567 2.28617 -1.06033 0.028
H -2.03997 -1.47498 -1.16089 0.068
H -1.45192 -0.45488 -2.49403 0.064
H -3.71283 -0.30879 -3.06287 0.143
H -3.84019 0.90867 -1.85032 0.092
H -4.48544 -0.85050 -0.13195 0.097
H -4.40078 -2.06109 -1.39914 0.121
H -6.25176 0.39064 -1.51720 0.083
H -6.75531 -1.21287 -0.98989 0.091
H -6.23330 -0.96079 -2.65027 0.092
C 2.09316 -3.33653 -0.60084 0.156
C 2.09911 -4.68477 -0.52655 -0.245
C 2.94286 -5.36402 0.43919 0.045
C 3.03605 -6.71770 0.42783 0.007
C 2.30009 -7.44338 -0.53255 0.099
C 1.44687 -6.82897 -1.47340 0.007
C 1.33513 -5.47671 -1.47234 0.045
H 1.53807 -2.82863 -1.38188 0.080
H 2.74770 -2.73857 0.02616 0.097
H 3.50684 -4.77320 1.15084 0.137
H 3.66676 -7.24469 1.13020 0.141
H 2.39671 -8.52414 -0.55001 0.150
H 0.90343 -7.43834 -2.18201 0.141
H 0.69784 -4.97061 -2.18721 0.136

---

3.
85
Properties=species:S:1:pos:R:3:lowdin_charge:R:1 method="wB97M-V/def2-TZVPD" multiplicity=1 homo_ev=-4.980
K -0.75889 -0.61652 0.47534 0.731
C -4.65979 2.38948 0.24524 -0.052
N -3.42249 2.54578 0.97434 -0.081
C -3.19969 3.87578 1.51364 -0.133
C -2.00319 3.67768 2.43124 -0.132
N -2.13839 2.28208 2.78504 -0.116
C -1.05189 1.67548 3.49894 -0.051
C -2.81819 1.60488 1.79294 -0.386
N -2.78259 0.32968 1.75924 0.009
C -3.56579 -0.44002 0.83404 -0.285
C -3.64259 -1.91702 1.22264 -0.236
N -2.43559 -2.62532 0.89114 0.023
C -2.35519 -3.89502 0.81304 -0.354
N -1.18569 -4.48812 0.40234 -0.116
C 0.07771 -3.81902 0.31064 -0.045
C -1.20039 -5.91262 0.62024 -0.133
C -2.68459 -6.20552 0.80854 -0.139
N -3.26969 -4.90702 1.11224 -0.088
C -4.68999 -4.82572 0.83654 -0.060
H -4.88779 3.34338 -0.23306 0.092
H -5.49729 2.12258 0.90324 0.096
H -4.55999 1.64198 -0.53836 0.076
H -4.07219 4.20338 2.09774 0.125
H -3.01629 4.58698 0.70504 0.127
H -2.05309 4.31028 3.32084 0.124
H -1.05019 3.85868 1.91314 0.117
H -0.84319 2.29188 4.37454 0.091
H -0.14559 1.60648 2.87534 0.087
H -1.34589 0.67558 3.81234 0.084
H -3.15229 -0.37352 -0.17966 0.082
H -4.59679 -0.07812 0.80094 0.103
H -4.50599 -2.31292 0.67994 0.095
H -3.85069 -1.97392 2.29824 0.126
H -0.09109 -2.75492 0.18234 0.002
H 0.62511 -4.18352 -0.55906 0.099
H 0.69841 -3.97792 1.20074 0.103
H -0.61509 -6.18912 1.50754 0.124
H -0.78389 -6.43922 -0.24206 0.123
H -2.87529 -6.90062 1.63264 0.123
H -3.12219 -6.62242 -0.10896 0.122
H -5.12629 -5.81422 0.98634 0.088
H -4.89209 -4.52382 -0.19856 0.100
H -5.18379 -4.13512 1.51814 0.078
C 5.01491 1.72548 -1.40626 -0.050
C 4.04991 2.73188 -0.85116 -0.268
C 4.52341 4.03518 -0.74216 -0.058
C 3.76231 5.06088 -0.22096 -0.088
C 2.47121 4.79748 0.20804 -0.092
C 1.98391 3.51328 0.10584 -0.110
C 2.74651 2.45898 -0.41026 -0.302
P 1.74271 0.91398 -0.52626 1.057
C 2.98681 -0.43452 -0.60906 -0.349
C 2.93401 -1.37402 -1.63696 -0.100
C 3.80431 -2.44732 -1.67386 -0.089
C 4.72771 -2.60832 -0.65626 -0.090
C 4.75621 -1.70762 0.39364 -0.058
C 3.89711 -0.62162 0.44394 -0.301
C 3.96621 0.31328 1.61324 -0.051
C 1.08141 1.09008 -2.18696 -0.356
C 1.95711 1.22458 -3.26926 -0.137
C 1.50791 1.34168 -4.56076 -0.133
C 0.12321 1.31878 -4.79616 -0.122
C -0.75929 1.24328 -3.76646 -0.077
C -0.34559 1.20248 -2.38976 -0.366
C -1.26809 1.27858 -1.38546 -0.180
H 5.59031 2.17998 -2.21096 0.087
H 4.51631 0.84278 -1.78586 0.048
H 5.71841 1.40618 -0.63506 0.090
H 5.52671 4.24578 -1.08606 0.110
H 4.16591 6.05968 -0.15806 0.098
H 1.85551 5.59128 0.60844 0.098
H 0.97111 3.29618 0.43034 0.076
H 2.21371 -1.23832 -2.43406 0.103
H 3.77451 -3.14702 -2.49806 0.101
H 5.41981 -3.43622 -0.67066 0.097
H 5.46451 -1.84912 1.19844 0.106
H 4.65921 -0.07592 2.35744 0.078
H 2.98061 0.44038 2.07034 0.073
H 4.31381 1.29898 1.30884 0.069
H 3.02381 1.23738 -3.09196 0.086
H 2.20221 1.44488 -5.38296 0.082
H -0.23649 1.38148 -5.81616 0.094
H -1.82459 1.24868 -3.97346 0.099
H -2.30669 1.44898 -1.61886 0.025
H -0.96219 1.47648 -0.36466 -0.046